A) Formula: C6H7P
Source: the Open Molecules 2025 dataset
Level of theory: ωB97M-V/def2-TZVPD

Summary:
**Spin multiplicity**: 1
**HOMO energy (alpha / beta)**: -7.903 / -6.482 eV
**Gap between HOMO and LUMO (alpha / beta)**: 8.39 / 6.00 eV
**LUMO level (alpha / beta)**: 0.49 / -0.48 eV

XYZ file:
```
14
Properties=species:S:1:pos:R:3:nbo_charge:R:1
C 2.702 -0.958 0.383 -0.515
C 1.775 -0.198 -0.142 -0.290
C -1.793 1.838 0.064 -0.339
C -0.541 1.314 -0.086 -0.338
C -0.317 -0.048 -0.219 0.233
C -0.923 -1.339 -0.054 -0.752
P 3.356 0.557 -0.325 0.389
H 2.980 -1.926 0.768 0.237
H -1.986 2.894 -0.112 0.207
H -2.592 1.079 0.365 0.189
H 0.231 1.881 -0.366 0.221
H -1.888 -1.392 -0.648 0.252
H -0.779 -1.615 1.012 0.254
H -0.223 -2.087 -0.639 0.252
```



B) Formula: C6H7P
Source: the Open Molecules 2025 dataset
Level of theory: ωB97M-V/def2-TZVPD

Summary:
**Spin multiplicity**: 1
**HOMO energy**: -7.997 eV
**SMILES string**: C=C1C=PC(=C)C1
**Gap between HOMO and LUMO**: 7.65 eV
**LUMO level**: -0.34 eV

XYZ file:
```
14
Properties=species:S:1:pos:R:3:nbo_charge:R:1
C -0.373 -1.879 -0.046 -0.531
C 0.627 -0.863 -0.058 -0.055
C -1.583 0.336 0.056 -0.337
C 1.914 -1.239 -0.039 -0.372
C -2.358 1.392 -0.137 -0.388
C 0.124 0.549 -0.022 -0.437
P -2.003 -1.397 0.171 0.660
H -0.053 -2.818 -0.267 0.211
H 2.588 -0.473 -0.003 0.196
H 2.098 -2.388 0.029 0.204
H -3.525 1.359 -0.306 0.197
H -2.095 2.416 0.007 0.201
H 0.288 0.914 0.876 0.219
H 0.407 1.112 -0.887 0.232
```



Most stable: B). Least stable: A).



A) Formula: C18H17ClN2O4
Source: the Open Molecules 2025 dataset
Level of theory: ωB97M-V/def2-TZVPD

Summary:
**Spin multiplicity**: 1
**HOMO energy**: -8.212 eV
**SMILES string**: COc1ccc(NC(=O)CCCn2c(=O)oc3ccccc32)cc1Cl
**Gap between HOMO and LUMO**: 8.76 eV
**LUMO level**: 0.55 eV

XYZ file:
```
42
Properties=species:S:1:pos:R:3:nbo_charge:R:1
C 6.769 1.183 1.355 -0.246
H 6.207 2.102 1.538 0.181
O 6.466 0.615 0.095 -0.515
C 5.146 0.277 -0.096 0.235
C 4.792 -1.067 -0.131 -0.222
C 3.493 -1.471 -0.370 -0.253
C 2.502 -0.516 -0.576 0.229
C 2.839 0.836 -0.551 -0.282
C 4.144 1.224 -0.318 -0.059
Cl 4.522 2.914 -0.344 0.008
H 2.078 1.582 -0.722 0.237
N 1.166 -0.830 -0.824 -0.649
C 0.570 -2.051 -0.817 0.679
O 1.126 -3.098 -0.562 -0.619
C -0.923 -1.998 -1.128 -0.494
H -1.164 -2.894 -1.701 0.241
H -1.170 -1.121 -1.727 0.210
C -1.736 -2.016 0.171 -0.397
H -2.781 -2.238 -0.056 0.210
C -1.668 -0.691 0.936 -0.222
N -2.392 0.360 0.261 -0.438
C -1.828 1.305 -0.557 0.886
O -0.658 1.407 -0.835 -0.650
O -2.796 2.124 -1.025 -0.426
C -3.989 1.694 -0.510 0.233
C -5.252 2.209 -0.703 -0.232
C -6.293 1.563 -0.050 -0.217
C -6.069 0.455 0.757 -0.205
C -4.797 -0.061 0.949 -0.260
C -3.756 0.577 0.301 0.172
H -4.629 -0.922 1.576 0.223
H -6.906 -0.018 1.247 0.220
H -7.299 1.932 -0.174 0.222
H -5.415 3.069 -1.330 0.235
H -2.104 -0.811 1.931 0.214
H -0.631 -0.362 1.044 0.235
H -1.351 -2.810 0.813 0.229
H 0.579 -0.014 -0.990 0.438
H 3.241 -2.518 -0.394 0.256
H 5.569 -1.799 0.026 0.227
H 6.565 0.470 2.162 0.170
H 7.834 1.409 1.330 0.195
```



B) Formula: C18H17ClN2O4
Source: the Open Molecules 2025 dataset
Level of theory: ωB97M-V/def2-TZVPD

Summary:
**Spin multiplicity**: 1
**HOMO energy**: -9.015 eV
**SMILES string**: O=C(CNC(=O)c1ccccc1)NCC(=O)OCc1ccc(Cl)cc1
**Gap between HOMO and LUMO**: 9.50 eV
**LUMO level**: 0.48 eV

XYZ file:
```
42
Properties=species:S:1:pos:R:3:nbo_charge:R:1
O -4.521 -0.917 -0.371 -0.621
C -3.622 -0.934 0.442 0.671
N -3.203 0.136 1.144 -0.623
C -3.647 1.465 0.821 -0.337
C -2.620 2.254 0.021 0.789
O -2.589 3.453 -0.040 -0.590
O -1.774 1.435 -0.606 -0.508
C -0.711 2.022 -1.352 -0.101
C 0.616 1.808 -0.672 -0.073
C 1.758 1.585 -1.430 -0.188
C 2.984 1.399 -0.822 -0.233
C 3.063 1.420 0.561 -0.029
C 1.937 1.644 1.334 -0.242
C 0.720 1.845 0.712 -0.130
H -0.157 2.021 1.317 0.213
H 2.009 1.659 2.410 0.231
Cl 4.587 1.157 1.326 0.003
H 3.871 1.228 -1.412 0.228
H 1.690 1.560 -2.508 0.213
H -0.913 3.096 -1.459 0.230
H -0.719 1.553 -2.339 0.196
H -3.892 2.030 1.725 0.229
H -4.551 1.369 0.208 0.266
H -2.347 0.033 1.687 0.436
C -2.840 -2.206 0.803 -0.314
N -1.503 -2.167 0.247 -0.591
C -0.495 -1.469 0.814 0.681
O -0.647 -0.813 1.835 -0.657
C 0.821 -1.614 0.135 -0.154
C 1.962 -1.715 0.924 -0.174
C 3.202 -1.889 0.338 -0.196
C 3.313 -1.937 -1.042 -0.202
C 2.184 -1.804 -1.833 -0.227
C 0.940 -1.649 -1.250 -0.155
H 0.068 -1.524 -1.876 0.205
H 2.274 -1.825 -2.909 0.216
H 4.281 -2.070 -1.502 0.218
H 4.082 -1.982 0.956 0.223
H 1.858 -1.667 1.997 0.234
H -1.346 -2.635 -0.630 0.409
H -3.365 -3.075 0.406 0.231
H -2.761 -2.281 1.891 0.226
```



C) Formula: C18H17ClN2O4
Source: the Open Molecules 2025 dataset
Level of theory: ωB97M-V/def2-TZVPD

Summary:
**Spin multiplicity**: 1
**HOMO energy**: -8.507 eV
**SMILES string**: Cc1ccc(Cl)cc1NC(=O)c1ccc(NC(=O)CCC(=O)O)cc1
**Gap between HOMO and LUMO**: 8.84 eV
**LUMO level**: 0.34 eV

XYZ file:
```
42
Properties=species:S:1:pos:R:3:nbo_charge:R:1
C 3.892 2.626 0.883 -0.641
C 4.543 2.407 -0.453 -0.076
C 5.752 3.018 -0.745 -0.182
C 6.384 2.846 -1.963 -0.252
C 5.784 2.038 -2.913 -0.012
C 4.577 1.411 -2.661 -0.292
C 3.951 1.591 -1.432 0.239
N 2.733 0.979 -1.136 -0.624
C 1.983 0.126 -1.899 0.675
O 2.294 -0.273 -3.002 -0.598
C 0.721 -0.313 -1.235 -0.168
C 0.009 0.465 -0.327 -0.197
C -1.165 0.004 0.237 -0.198
C -1.651 -1.258 -0.099 0.160
C -0.952 -2.033 -1.025 -0.250
C 0.212 -1.561 -1.589 -0.138
H 0.753 -2.150 -2.314 0.239
H -1.330 -3.007 -1.303 0.209
N -2.824 -1.787 0.441 -0.600
C -3.659 -1.247 1.379 0.692
O -3.497 -0.174 1.908 -0.598
C -4.847 -2.154 1.675 -0.501
H -5.491 -2.174 0.792 0.246
H -4.497 -3.171 1.867 0.222
C -5.639 -1.632 2.871 -0.509
C -6.962 -2.327 3.058 0.794
O -7.427 -2.654 4.115 -0.584
O -7.606 -2.535 1.899 -0.698
H -8.466 -2.951 2.067 0.502
H -5.840 -0.568 2.717 0.258
H -5.063 -1.727 3.792 0.243
H -3.076 -2.696 0.077 0.399
H -1.712 0.615 0.934 0.250
H 0.338 1.462 -0.072 0.210
H 2.379 1.175 -0.212 0.406
H 4.119 0.783 -3.407 0.271
Cl 6.549 1.804 -4.444 0.006
H 7.325 3.329 -2.171 0.227
H 6.214 3.648 0.001 0.212
H 4.512 3.275 1.496 0.231
H 2.917 3.104 0.773 0.214
H 3.761 1.685 1.419 0.216
```



Most stable: C). Least stable: A).



A) Formula: C4H2
Source: the Open Molecules 2025 dataset
Level of theory: ωB97M-V/def2-TZVPD

Summary:
**Spin multiplicity**: 1
**HOMO energy**: -9.841 eV
**SMILES string**: C#CC#C
**Gap between HOMO and LUMO**: 10.68 eV
**LUMO level**: 0.84 eV

XYZ file:
```
6
Properties=species:S:1:pos:R:3:nbo_charge:R:1
C 0.679 -0.192 -0.088 -0.101
C 1.805 -0.114 0.332 -0.140
C -0.660 -0.149 -0.391 -0.076
C -1.849 0.031 -0.457 -0.161
H 2.787 -0.030 0.733 0.239
H -2.761 0.454 -0.130 0.239
```



B) Formula: C4H2
Source: the Open Molecules 2025 dataset
Level of theory: ωB97M-V/def2-TZVPD

Summary:
**Spin multiplicity**: 1
**HOMO energy**: -9.904 eV
**SMILES string**: C#CC#C
**Gap between HOMO and LUMO**: 10.87 eV
**LUMO level**: 0.97 eV

XYZ file:
```
6
Properties=species:S:1:pos:R:3:nbo_charge:R:1
C 1.917 -0.023 -0.038 -0.163
C 0.702 -0.156 -0.040 -0.103
C -0.735 -0.069 -0.021 -0.076
C -1.934 0.003 -0.106 -0.179
H 3.045 0.232 -0.017 0.267
H -2.995 0.013 0.221 0.254
```



Most stable: A). Least stable: B).



A) Formula: C7H16N2O2
Source: the Open Molecules 2025 dataset
Level of theory: ωB97M-V/def2-TZVPD

Summary:
**Spin multiplicity**: 1
**HOMO energy**: -9.143 eV
**SMILES string**: CCN(C)C(C)=O.CC(N)=O
**Gap between HOMO and LUMO**: 9.87 eV
**LUMO level**: 0.72 eV

XYZ file:
```
27
Properties=species:S:1:pos:R:3:nbo_charge:R:1
C -0.177 -0.953 -0.398 -0.215
C -0.634 -2.157 0.398 -0.633
C 1.660 0.047 -1.473 -0.426
C 2.388 -1.876 1.548 -0.731
C 2.249 -1.567 0.101 0.696
O 3.044 -1.799 -0.762 -0.554
N 1.216 -0.535 -0.193 -0.487
H -0.330 -1.181 -1.473 0.173
H -0.819 -0.062 -0.422 0.200
H -0.805 -2.005 1.481 0.212
H 0.277 -2.671 0.599 0.211
H 1.638 -0.636 -2.288 0.200
H 3.229 -1.238 1.849 0.256
H -1.463 -2.724 0.029 0.227
H 0.990 0.911 -1.668 0.185
H 2.504 0.738 -1.430 0.213
H 1.587 -1.448 2.146 0.234
H 2.478 -2.925 1.820 0.238
C -3.179 2.132 0.080 -0.723
C -1.790 2.497 0.555 0.680
O -1.411 2.256 1.668 -0.582
N -0.963 2.860 -0.489 -0.855
H -3.264 1.057 0.260 0.245
H -3.334 2.172 -0.996 0.214
H 0.037 2.809 -0.355 0.396
H -1.246 3.517 -1.193 0.392
H -3.879 2.780 0.606 0.235
```



B) Formula: C7H16N2O2
Source: the Open Molecules 2025 dataset
Level of theory: ωB97M-V/def2-TZVPD

Summary:
**Spin multiplicity**: 1
**HOMO energy**: -9.077 eV
**SMILES string**: CCN(C)C(C)=O.CC(N)=O
**Gap between HOMO and LUMO**: 9.87 eV
**LUMO level**: 0.80 eV

XYZ file:
```
27
Properties=species:S:1:pos:R:3:nbo_charge:R:1
C 1.036 -1.686 1.005 -0.212
C 0.489 -0.634 1.842 -0.688
C -0.425 -2.623 -0.682 -0.427
C 2.202 0.047 -1.021 -0.748
C 0.709 -0.468 -1.100 0.729
O -0.264 0.013 -1.662 -0.595
N 0.665 -1.649 -0.379 -0.490
H 2.198 -1.638 1.101 0.183
H 0.784 -2.669 1.327 0.212
H 0.187 -1.006 2.905 0.223
H -0.152 0.144 1.451 0.254
H -0.505 -3.561 -0.066 0.213
H 2.681 -0.116 0.056 0.232
H 1.165 -0.020 2.373 0.222
H -1.485 -2.267 -0.475 0.197
H -0.425 -2.865 -1.746 0.213
H 2.775 -0.824 -1.650 0.240
H 2.689 0.993 -1.288 0.238
C -2.529 2.326 -0.774 -0.740
C -1.680 2.215 0.370 0.695
O -1.851 1.915 1.499 -0.597
N -0.378 2.291 -0.108 -0.841
H -2.495 3.348 -1.193 0.239
H -3.495 2.170 -0.388 0.225
H 0.286 2.481 0.669 0.369
H -0.001 2.685 -0.836 0.374
H -2.178 1.399 -1.230 0.282
```



Most stable: A). Least stable: B).



A) Formula: C3H3BrO
Source: the Open Molecules 2025 dataset
Level of theory: ωB97M-V/def2-TZVPD

Summary:
**Spin multiplicity**: 1
**HOMO energy**: -8.556 eV
**SMILES string**: CC1=C(Br)O1
**Gap between HOMO and LUMO**: 8.00 eV
**LUMO level**: -0.55 eV

XYZ file:
```
8
Properties=species:S:1:pos:R:3:nbo_charge:R:1
C 0.206 0.259 -0.210 0.459
C 1.404 0.059 -0.835 -0.059
C -1.123 -0.144 0.162 -0.704
O 0.858 1.336 -0.129 -0.411
Br 3.036 -0.573 0.232 -0.058
H -1.399 -1.001 -0.408 0.256
H -1.883 0.547 0.079 0.252
H -1.100 -0.484 1.109 0.266
```



B) Formula: C3H3BrO
Source: the Open Molecules 2025 dataset
Level of theory: ωB97M-V/def2-TZVPD

Summary:
**Spin multiplicity**: 1
**HOMO energy**: -9.973 eV
**Gap between HOMO and LUMO**: 9.95 eV
**LUMO level**: -0.02 eV

XYZ file:
```
8
Properties=species:S:1:pos:R:3:nbo_charge:R:1
C 0.316 -0.811 -1.977 -0.362
C 0.319 0.097 -1.204 -0.130
C 0.024 0.612 0.825 0.086
O 0.375 -0.436 1.668 -0.666
Br -1.775 1.128 0.831 0.093
H 0.571 -1.302 -2.937 0.240
H 0.650 1.601 0.856 0.241
H -0.481 -0.890 1.938 0.499
```



Most stable: A). Least stable: B).